156
Properties=species:S:1:pos:R:3 method="wB97M-V/def2-TZVPD" lumo_ha=0.0202 orbital_gap_ev=11.03 multiplicity=1 energy_ha=-4467.1859 de_lowest_kcal_mol=58.8
H 0.37 2.44 2.49
O 5.35 4.51 1.26
H 3.08 -2.26 2.76
H -3.45 -3.28 -5.78
O -1.62 0.80 8.92
H -3.29 -4.94 -6.50
O 3.88 0.54 5.27
O 1.27 -1.81 -6.92
H -1.75 4.67 -0.25
O -1.89 3.41 3.10
H 3.08 2.12 8.79
O 1.21 3.97 -3.72
O -1.91 -1.93 2.97
H 2.20 3.22 -0.21
C 0.58 0.49 -0.04
O 0.18 -0.01 -7.65
O -3.09 -4.82 -4.51
H 1.27 -1.93 7.83
C 5.05 6.98 2.24
H 1.77 -3.49 7.09
H 5.65 1.37 4.47
O -2.58 3.28 0.93
C 4.67 0.99 4.17
O -0.86 1.14 6.96
H 2.25 3.05 3.70
O -1.44 -3.23 1.18
H 1.97 5.68 -5.41
C 1.85 6.49 -4.68
H -2.54 -1.09 -10.82
H -3.47 -1.07 1.88
H 2.36 2.46 -1.72
H -4.90 1.48 3.83
H -1.42 1.29 4.91
O 0.96 -0.25 -5.49
H -1.58 -4.36 -0.89
H -1.72 0.39 -6.21
C -1.32 0.20 7.76
H 5.88 6.77 2.93
H -2.89 -5.34 -0.33
O 4.11 5.94 2.44
H 1.66 -3.45 -7.99
C 0.73 -0.61 -6.77
H 1.95 -2.78 -0.36
H 0.66 1.36 -4.16
C -2.62 -4.61 -1.09
C 2.48 4.01 3.25
H -3.18 -3.70 -0.87
H 0.25 -5.23 2.45
H -1.50 -5.45 2.23
H 1.60 4.34 2.70
H 2.29 -8.29 1.91
O -2.44 -3.03 -3.32
H -1.85 -0.62 1.33
H 2.60 7.25 -4.82
H 0.86 6.93 -4.80
H -1.38 -1.06 -5.29
C 4.41 4.72 1.96
O 0.93 -6.38 -0.07
O -1.93 -1.52 -7.14
H 4.58 7.88 2.63
C -2.75 -4.20 -3.39
H -2.33 0.80 -3.08
O 1.77 0.30 -0.06
C 0.59 1.43 2.16
O 1.68 -3.61 4.56
O 3.68 2.64 6.11
H 0.70 -3.89 -0.82
C -1.41 3.84 0.35
H 2.21 -8.50 0.05
C 1.97 -5.95 0.38
H -0.40 1.28 -5.58
H -3.84 3.36 -7.78
C 2.10 -1.83 2.55
H 4.14 1.78 3.63
H 1.41 -2.48 2.01
H -3.05 -0.72 -5.58
H 1.63 2.22 7.74
C 1.83 4.76 -3.06
H -1.84 -4.17 -6.03
C -3.63 2.58 -7.05
H 0.03 -3.04 7.11
H 1.67 1.42 2.06
O -3.89 2.61 2.46
H -0.90 3.08 -0.24
H 1.21 -2.10 -9.07
H 2.33 -0.96 1.93
H 0.29 -1.75 -1.64
H -2.54 0.06 2.76
H 0.34 1.16 5.28
H -1.41 2.08 -2.31
O 2.93 0.79 7.16
H 5.39 7.11 1.21
C -4.45 2.47 3.74
O -2.60 2.74 -3.76
C -2.33 0.04 9.88
C -1.40 -2.99 2.36
C -2.90 -4.21 -5.79
C 0.61 1.08 -5.21
C -0.73 -5.14 2.93
C -0.67 0.85 5.56
H 0.80 -0.32 -2.67
C -2.39 1.82 -2.68
C -2.44 -0.88 2.21
O -3.11 3.09 -5.83
H 0.36 0.71 2.94
H -1.84 -0.89 10.16
C 1.45 -3.70 -0.06
O -1.92 -2.09 -9.18
H -0.71 -0.24 5.47
H 0.83 3.01 -1.26
H -2.87 1.96 -7.53
O 1.73 -1.42 3.87
O 2.11 6.00 -3.37
H 2.65 4.74 4.04
H -3.60 -2.40 -10.31
H -3.72 2.67 4.53
O 2.22 4.56 -1.80
C 3.48 1.45 6.12
C -2.06 -0.63 -6.02
H -2.03 -2.82 -11.09
H 4.88 0.16 3.50
H 0.81 -3.48 0.80
O -0.33 0.07 -0.92
C 0.04 -0.76 -2.02
H -4.52 1.98 -6.93
O -0.89 -3.77 3.30
C 1.03 -2.57 -8.10
O -1.62 -0.92 7.44
O -2.92 -5.06 -2.40
C -3.41 2.39 -4.74
C 1.05 -2.67 7.06
O -2.72 -0.05 -8.71
O 1.15 -1.89 5.87
H -0.03 -2.82 -8.13
O -4.22 1.49 -4.70
C 1.57 -2.42 4.74
H -0.72 -5.82 3.78
H 3.66 -8.65 1.02
C -2.69 3.15 2.24
H -0.73 4.16 1.14
H 1.82 0.86 8.86
H -3.21 -0.32 9.33
H -2.59 0.65 10.74
C -2.56 -2.12 -10.45
C 2.72 -8.11 0.93
O -0.07 1.06 0.96
O 3.58 3.78 2.37
H -3.19 1.96 -1.96
O 2.34 -4.69 0.44
C 1.88 3.32 -1.24
H 1.16 1.84 -5.76
C 2.36 1.55 8.21
C -2.18 -1.08 -8.37
H -0.85 -0.84 -2.64
H -5.30 3.14 3.89
O 2.93 -6.72 0.85